DFT (ωB97M-V/def2-TZVPD) results for C31H54HgN3OP2 as an isolated structure at a distorted geometry.

```
92
Properties=species:S:1:pos:R:3:forces:R:3
H 0.7586 -4.8171 0.3221 -0.167 0.191 0.216
H 3.5079 -4.3050 -2.0403 -0.136 0.073 0.238
H 3.8341 -4.0956 -0.3148 -0.215 -0.005 -0.231
H -1.6309 3.3528 -2.4629 0.226 0.090 0.062
H -3.2619 1.5229 -1.4907 -0.049 0.119 0.126
H 4.8491 1.6207 -1.8819 -0.056 -0.053 -0.274
H 3.0060 2.9620 -4.8819 -0.043 -0.075 0.194
H 4.1256 4.3726 -3.0242 -0.142 -0.113 0.141
H -4.6911 2.1030 -0.6100 0.204 0.046 -0.110
H -4.9163 -3.0780 -1.3805 0.204 -0.131 0.253
H 2.2968 -4.5539 3.0509 0.113 0.103 -0.215
C 2.5941 -3.9768 2.1626 -0.010 -0.280 0.121
C -3.1533 -2.6928 -0.3324 2.332 1.498 0.121
N 1.3191 0.7133 1.7971 -0.267 0.172 -0.311
H 3.4208 -3.3244 2.4658 -0.196 -0.192 -0.009
H -4.0674 -4.5201 -0.7326 -0.109 0.339 0.035
H -2.8859 3.1061 2.5392 -0.083 0.023 -0.194
H 1.1379 5.2421 -0.7414 -0.154 -0.214 0.040
H -2.5165 4.9484 -0.5970 0.251 0.037 0.131
H -0.5193 -3.6130 0.6252 0.203 -0.108 0.170
C 1.4172 2.2581 3.6372 0.447 -0.174 0.191
C 0.8166 1.8279 2.4162 -0.418 0.144 -0.650
H 2.2505 -4.7340 -0.8712 0.314 0.223 -0.038
N -2.1796 -2.0640 -0.2016 -2.024 -1.386 -0.387
C 0.3221 -4.1526 1.0787 -0.034 -0.179 0.061
C 3.0521 -4.0147 -1.0801 0.152 -0.114 -0.190
H -3.2142 4.2569 1.2200 -0.069 -0.300 0.130
H 3.7579 -1.5202 1.8523 -0.290 0.096 -0.263
H 4.0465 -2.0139 -2.6613 -0.125 0.053 0.262
H -1.4581 5.2958 0.8127 -0.054 -0.077 -0.241
H 2.4949 4.5470 -2.3298 0.306 -0.094 -0.003
P -1.0029 2.2385 0.2535 -0.195 0.346 1.946
C 3.7208 -1.6916 -1.6596 0.024 0.090 -0.024
C 0.7494 -2.4644 2.8914 0.119 0.220 -0.092
H 3.8270 3.9236 -1.3209 -0.044 0.145 -0.229
H 1.5799 3.5444 -0.4271 -0.103 0.238 0.227
H -0.0707 -4.7937 1.8814 0.044 0.139 -0.173
H -4.4524 3.0954 1.6971 0.231 0.044 0.052
H 1.8503 -2.9293 -3.2391 -0.113 0.084 0.236
H 3.7230 -0.4068 0.4930 -0.327 -0.104 0.219
C 3.0797 2.5070 -2.7734 -0.110 0.560 0.357
C 1.3635 -3.1948 1.6808 0.033 -0.119 -0.372
H -1.0984 5.9834 -0.7706 -0.041 -0.248 0.074
H -2.7469 0.6759 2.1773 0.006 0.089 -0.109
H -2.9400 -0.0289 0.5566 -0.108 0.198 0.089
C -3.2314 0.8056 1.2029 0.191 0.043 -0.164
H -3.5189 3.2673 -1.2462 0.002 -0.271 0.168
H 0.0684 2.8472 -2.4206 -0.221 0.135 0.020
H -4.3203 0.7468 1.3545 0.250 0.028 -0.024
C 2.1872 1.8371 -1.7632 -0.457 -2.489 -0.399
H 2.1029 1.4951 -4.4302 0.041 0.268 0.025
C 2.5419 -2.5732 -1.2175 -0.009 -0.117 -0.029
H 0.5520 -3.0770 -2.0287 0.195 0.100 -0.030
H 1.1541 -1.4680 -2.5029 0.053 -0.205 0.050
H -4.9817 -3.4478 0.3680 0.276 0.047 -0.268
H 5.0754 2.2117 -3.5413 -0.211 -0.020 0.102
H 0.5106 -3.2068 3.6679 0.031 0.123 -0.257
H 4.5818 -1.7926 -0.9851 -0.204 0.053 -0.166
H -0.1794 -1.9365 2.6425 0.356 -0.106 0.017
C -0.5632 3.9112 -0.6284 -0.238 -0.487 -0.548
C -2.8881 2.1668 0.5733 0.262 0.014 -0.347
C -0.6247 3.6444 -2.1355 0.041 0.326 -0.194
C -1.4819 5.0836 -0.2633 -0.096 0.083 -0.037
C 2.4941 0.2106 2.1431 0.307 0.407 0.941
C -4.3446 -3.4751 -0.5295 -0.735 -0.513 -0.037
O -3.7580 -2.3014 2.7343 2.119 0.063 0.232
H 3.0704 1.9772 4.9882 -0.094 0.016 -0.239
H -0.3444 4.5614 -2.6767 -0.077 -0.200 -0.008
H 1.4357 3.1115 -4.0679 0.239 -0.158 -0.067
H 2.9628 -4.6883 1.4156 -0.126 0.199 0.252
C 1.4502 -2.5072 -2.3048 -0.019 -0.040 0.017
H 4.1815 0.7012 -3.2705 0.122 0.237 0.134
C 3.1836 0.6777 3.2699 0.210 -1.012 -0.958
H 0.9031 4.5317 0.8718 -0.025 -0.066 -0.300
C 4.3739 1.7048 -2.8693 0.211 -0.470 0.182
C 2.3570 2.5179 -4.1188 -0.406 -0.173 -0.226
Hg -0.1751 -0.3128 0.0312 0.624 1.116 0.501
H -0.5873 3.4041 2.4082 0.055 -0.168 -0.463
C -3.3682 3.2316 1.5632 -0.235 0.169 0.003
C -0.2281 2.5592 1.8068 -0.277 -0.903 0.835
C 3.4002 3.9291 -2.3320 -0.020 0.379 0.152
H 4.1379 0.2222 3.5074 -0.043 0.119 0.169
H 1.4579 -1.7483 3.3250 -0.181 -0.130 -0.021
P 1.7982 -1.8945 0.3820 -0.161 -0.119 0.615
H 0.9288 3.0676 4.1774 0.249 -0.200 0.012
C 0.8499 4.3266 -0.2031 0.060 -0.111 0.031
C -2.6207 -2.2506 2.8398 -2.369 -0.072 -0.100
C 2.5969 1.6726 4.0555 -0.755 0.452 -0.064
N 1.5673 0.9881 -1.2532 1.655 2.161 -1.133
C 3.0872 -0.8869 1.2540 -0.034 0.422 -0.106
C -3.6180 2.2798 -0.7776 -0.212 -0.013 0.098
H 3.4277 -0.6364 -1.7218 0.129 -0.311 0.049
```
Positions in Å, forces in eV/Å.

LUMO level: -2.74 eV
Total charge: +1
HOMO energy: -8.383 eV
Energy above the lowest of the compared OMol25 structures with the same formula, charge and spin: 75.47 kJ/mol
Electronic energy: -2289.010358 hartree

---

DFT (ωB97M-V/def2-TZVPD) results for one molecule with the formula CH2Cl2N2 at a distorted geometry.

```
7
Properties=species:S:1:pos:R:3:forces:R:3
H -1.9898 0.7022 0.2232 -3.343 -0.158 0.979
N -1.1828 0.9475 -0.2286 3.141 0.090 -0.901
H -0.8389 -1.0034 0.4192 -0.028 -0.283 -0.065
Cl 1.7463 1.2742 -0.0395 0.233 -0.380 -0.084
N 0.9482 -0.2029 -0.4226 -1.556 0.638 -0.120
C -0.4982 -0.0885 -0.0538 2.389 -0.806 0.129
Cl 1.8152 -1.6291 0.1020 -0.837 0.900 0.061
```
Positions in Å, forces in eV/Å.

LUMO level: -0.26 eV
SMILES: [H]/N=C/N(Cl)Cl
HOMO energy: -9.661 eV
Energy above the lowest of the compared OMol25 structures with the same formula, charge and spin: 211.30 kJ/mol
Electronic energy: -1069.091651 hartree

---

DFT (ωB97M-V/def2-TZVPD) results for one molecule with the formula C10H11ClO at a distorted geometry.

```
23
Properties=species:S:1:pos:R:3:forces:R:3
H -0.5525 1.9571 2.6634 -0.611 -0.147 0.839
C -0.7155 0.0987 -0.1428 -0.283 0.219 3.258
H 2.5858 -0.4092 -0.8155 -1.430 -0.797 1.554
H -1.8288 -0.2724 2.9085 0.821 -0.670 -3.084
H 1.4156 -0.1069 -2.6694 2.106 -0.193 -1.192
H 0.4018 2.0563 1.2995 -0.360 -0.723 0.150
C 0.4439 -0.1336 -0.7942 2.288 0.075 -1.304
C 1.5992 -1.5227 0.9932 1.506 0.777 0.266
C -1.9217 0.0946 -0.8066 -0.936 -0.063 1.797
H -0.6962 0.1760 -4.0477 0.007 -0.631 2.812
Cl 2.7883 -1.3300 2.3184 -0.606 0.134 -0.277
O -1.6259 -0.5241 1.9084 -1.677 0.533 4.145
C -1.8666 0.0508 -2.1604 -1.139 -1.068 -0.477
C -0.6800 0.0477 -2.8590 0.415 0.782 -3.481
H -2.8472 0.0262 -0.1529 1.051 0.211 -1.354
H 1.7005 -2.5855 0.7531 -0.786 0.414 -0.418
C 1.7057 -0.4009 -0.0201 1.637 1.369 -1.047
C 0.0452 1.3056 2.0526 0.739 1.642 -1.494
C 0.5141 -0.0475 -2.1890 -2.470 0.007 1.556
H -2.7514 -0.3143 -2.6206 -0.874 0.651 -0.950
H 0.9745 1.0531 2.5256 0.335 -0.545 0.841
H 1.9689 0.5652 0.4851 -0.182 -0.984 0.151
C -0.6579 0.2157 1.3707 0.450 -0.994 -2.292
```
Positions in Å, forces in eV/Å.

LUMO level (spin up / spin down): 0.56 / -0.14 eV
HOMO energy (spin up / spin down): -8.253 / -6.617 eV
Energy above the lowest of the compared OMol25 structures with the same formula, charge and spin: 312.01 kJ/mol
Electronic energy: -922.921783 hartree

---

DFT (ωB97M-V/def2-TZVPD) results for C5H6O as an isolated structure at a distorted geometry.

```
12
Properties=species:S:1:pos:R:3:forces:R:3
H 0.4845 1.1237 1.2610 -0.329 -0.523 0.170
C -0.9574 0.6487 -0.4054 -0.139 0.113 -0.535
C 0.3777 1.0248 -0.9338 -0.117 -0.109 -0.328
H 0.1792 -1.8520 0.7650 0.004 0.164 -0.082
O -1.1580 -0.7887 -0.5151 -0.078 -0.071 0.070
C 0.0432 -0.8829 0.2818 0.033 -0.204 0.136
H 2.1004 -0.1860 -0.3242 -0.112 0.016 -0.013
C 1.0783 -0.3027 -0.6913 -0.007 0.163 0.158
H 1.1098 -0.8639 -1.6317 -0.032 0.023 -0.022
H -1.0666 0.4124 1.7879 -0.717 -0.171 0.509
C -0.3429 0.4263 1.0102 1.325 0.639 -0.148
H -1.8484 1.2401 -0.6045 0.168 -0.040 0.084
```
Positions in Å, forces in eV/Å.

LUMO level: 0.17 eV
HOMO energy: -8.833 eV
Energy above the lowest of the compared OMol25 structures with the same formula, charge and spin: 457.66 kJ/mol
Electronic energy: -269.171926 hartree